The following is a quantum chemistry calculation of a molecular structure, C37H30AuClNO2P2, from OMol25.

Its net charge is +1.

Last column: Mulliken charge in e.
CARTESIAN COORDINATES (ANGSTROEM)
Au  -0.135  -1.375  -0.736  1.14
C  1.860  -3.504  0.421  -0.84
P  0.270  -2.813  0.975  0.57
C  -1.019  -4.038  1.128  0.79
C  -2.083  -3.801  1.999  -0.47
C  -3.118  -4.717  2.081  -0.78
C  -3.096  -5.863  1.297  -0.46
C  -2.043  -6.095  0.422  -0.84
C  -1.006  -5.183  0.330  -0.51
C  0.507  -1.989  2.544  0.27
C  0.642  -2.781  3.688  -0.18
C  0.894  -2.179  4.908  -0.76
C  1.012  -0.796  4.989  -0.58
C  0.878  -0.010  3.854  -0.67
C  0.623  -0.605  2.627  0.11
C  2.589  -2.295  -0.065  0.43
C  3.889  -1.878  0.001  -1.11
C  3.925  -0.564  -0.539  -0.62
C  2.650  -0.215  -0.915  -0.42
C  2.134  1.090  -1.432  -0.81
P  0.683  1.691  -0.426  0.91
C  1.502  2.737  0.825  0.80
C  2.494  2.163  1.628  -0.71
C  3.088  2.898  2.642  -0.73
C  2.692  4.209  2.877  -0.59
C  1.703  4.780  2.091  -0.70
C  1.110  4.049  1.071  -0.76
C  -0.122  2.896  -1.527  0.61
C  -1.495  3.096  -1.383  -0.42
C  -2.170  3.996  -2.197  -0.77
C  -1.475  4.696  -3.172  -0.59
C  -0.107  4.509  -3.321  -0.78
C  0.568  3.620  -2.498  -0.27
N  1.840  -1.294  -0.655  0.26
H  1.690  -4.253  -0.356  0.45
H  2.359  -3.982  1.264  0.46
H  -2.098  -2.910  2.615  0.48
H  -3.940  -4.539  2.761  0.43
H  -3.904  -6.578  1.367  0.41
H  -2.029  -6.988  -0.188  0.44
H  -0.193  -5.371  -0.360  0.30
H  0.545  -3.859  3.628  0.47
H  0.999  -2.787  5.796  0.43
H  1.211  -0.330  5.945  0.42
H  0.977  1.065  3.913  0.53
H  0.515  0.010  1.743  -0.07
H  4.718  -2.442  0.397  0.50
H  4.792  0.070  -0.639  0.54
H  1.796  1.002  -2.465  0.57
H  2.942  1.821  -1.395  0.72
H  2.813  1.141  1.456  0.27
H  3.864  2.447  3.248  0.46
H  3.156  4.783  3.668  0.40
H  1.395  5.803  2.266  0.42
H  0.345  4.510  0.456  0.35
H  -2.037  2.542  -0.624  0.38
H  -3.235  4.145  -2.074  0.48
H  -1.998  5.395  -3.812  0.41
H  0.437  5.065  -4.074  0.44
H  1.638  3.496  -2.612  0.41
Cl  -4.973  2.110  -4.952  -0.22
C  -3.618  1.334  -4.207  0.05
C  -2.319  1.595  -4.703  -0.55
C  -1.221  1.025  -4.134  -0.38
C  -1.340  0.176  -3.004  0.61
O  -0.250  -0.281  -2.482  -0.84
C  -2.654  -0.116  -2.533  0.54
C  -2.934  -0.990  -1.472  0.15
O  -2.151  -1.615  -0.701  -0.78
C  -3.784  0.486  -3.164  -1.10
H  -2.206  2.266  -5.545  0.47
H  -0.227  1.231  -4.505  0.51
H  -3.991  -1.178  -1.262  0.48
H  -4.777  0.265  -2.793  0.44

The following is a quantum chemistry calculation of 8 unconnected molecules or ions with the total composition H16O8, from OMol25.

Its structure (SMILES) is O.O.O.O.O.O.O.O.

Last column: natural (NBO) charge in e.
CARTESIAN COORDINATES (ANGSTROEM)
O  -1.032  0.182  4.293  -0.94
H  -0.589  -0.550  4.722  0.46
H  -0.780  0.109  3.373  0.48
O  4.100  -0.978  -0.309  -0.95
H  4.700  -1.486  -0.855  0.48
H  4.483  -0.101  -0.283  0.47
O  0.170  -0.108  0.684  -0.95
H  -0.010  0.478  -0.051  0.47
H  1.072  -0.397  0.545  0.47
O  -4.775  1.873  -0.138  -0.94
H  -4.920  2.778  0.137  0.47
H  -4.066  1.928  -0.779  0.47
O  -1.725  -4.364  -0.799  -0.93
H  -1.318  -3.540  -1.067  0.47
H  -1.626  -4.939  -1.558  0.46
O  -2.170  1.290  -3.320  -0.94
H  -2.078  2.018  -3.934  0.47
H  -2.714  0.652  -3.783  0.47
O  4.685  -3.730  2.311  -0.94
H  4.340  -2.948  1.880  0.47
H  5.239  -3.391  3.015  0.47
O  -0.645  5.078  -1.132  -0.93
H  -0.136  4.320  -1.420  0.47
H  -0.206  5.828  -1.533  0.47

no.,molar mass (g mol⁻¹),orbital gap (eV),E_LUMO (eV)
1,815.02,6.660,-3.74
2,144.12,11.001,0.04